No. 1
Computed, not measured: a cluster of 12 separate species, C18H44N12O20 in total in a non-equilibrium geometry, with ωB97M-V/def2-TZVPD.

ORCA input file:
```
! wB97M-V def2-TZVPD RIJCOSX def2/J DEFGRID3
* xyz 0 1
C -3.844 -1.533 -1.702
N -2.578 -1.401 -0.881
O -2.596 -0.677 0.101
O -1.705 -2.144 -1.231
H -4.073 -2.605 -1.734
H -3.506 -1.287 -2.673
H -4.632 -0.957 -1.265
C 1.847 3.936 -4.177
N 1.305 2.528 -4.546
O 0.115 2.364 -4.425
O 2.155 1.663 -4.773
H 1.025 4.642 -3.990
H 2.389 4.345 -5.038
H 2.477 3.799 -3.274
C -1.982 -2.692 2.482
N -2.660 -1.911 3.501
O -2.792 -2.353 4.612
O -3.098 -0.810 3.225
H -2.674 -2.653 1.641
H -1.881 -3.671 2.873
H -1.038 -2.207 2.227
C 2.738 -3.238 4.691
N 1.476 -2.440 4.586
O 1.172 -1.696 5.479
O 0.938 -2.405 3.497
H 3.205 -3.013 5.657
H 3.415 -2.982 3.869
H 2.468 -4.355 4.670
C 0.636 -0.106 -1.922
N 1.793 0.652 -1.421
O 2.667 0.008 -0.893
O 1.810 1.874 -1.449
H 1.137 -0.951 -2.319
H 0.164 0.467 -2.668
H 0.019 -0.278 -1.082
C 1.046 4.865 0.002
N 1.604 5.455 -1.282
O 0.855 5.991 -2.034
O 2.766 5.276 -1.516
H 0.179 5.421 0.368
H 1.868 4.820 0.670
H 0.746 3.896 -0.399
C -1.704 3.360 -2.026
N -2.474 2.404 -2.866
O -2.289 1.209 -2.657
O -3.146 2.857 -3.732
H -2.349 4.277 -2.122
H -0.735 3.612 -2.475
H -1.642 2.978 -1.013
C 0.422 1.249 3.966
N 0.695 1.088 2.442
O 1.502 1.824 1.948
O 0.088 0.256 1.798
H 1.091 2.023 4.330
H 0.575 0.300 4.448
H -0.569 1.671 4.136
C 4.700 0.796 1.903
N 4.299 -0.114 3.043
O 5.005 -0.081 4.036
O 3.297 -0.767 2.896
H 5.305 1.596 2.315
H 3.796 1.159 1.431
H 5.167 0.186 1.173
C 1.653 -3.109 -0.011
N 2.697 -4.261 -0.041
O 3.076 -4.773 0.979
O 3.019 -4.661 -1.138
H 1.818 -2.535 -0.896
H 1.703 -2.660 0.999
H 0.733 -3.729 -0.004
C 2.305 -2.733 -4.168
C 0.960 -3.137 -3.538
C 0.765 -4.639 -3.556
C 0.590 -5.190 -4.876
N 0.265 -5.644 -5.869
H 2.426 -3.260 -5.126
H 3.068 -3.102 -3.514
H 2.476 -1.690 -4.384
H 0.111 -2.581 -4.022
H 0.900 -2.786 -2.487
H -0.031 -4.946 -2.883
H 1.698 -5.036 -3.135
C -5.515 2.338 3.291
C -5.279 1.460 2.122
C -4.155 2.029 1.261
C -2.960 2.475 1.997
N -2.115 2.992 2.591
H -6.220 1.955 4.022
H -5.857 3.340 3.064
H -4.577 2.415 3.826
H -6.134 1.310 1.504
H -4.927 0.449 2.350
H -4.541 2.892 0.709
H -3.944 1.300 0.498
*
```

Output
HOMO-LUMO gap (eV): 10.5
Highest occupied orbital energy (Eh): -0.3991
SMILES: C[N+](=O)[O-].C[N+](=O)[O-].C[N+](=O)[O-].C[N+](=O)[O-].C[N+](=O)[O-].C[N+](=O)[O-].C[N+](=O)[O-].C[N+](=O)[O-].C[N+](=O)[O-].C[N+](=O)[O-].CCCC#N.CCCC#N
Total energy (hartree): -2873.13691



No. 2
Computed, not measured: a cluster of 7 separate species, C9H29F3N10O8 in total in a non-equilibrium geometry, with ωB97M-V/def2-TZVPD.

ORCA input file:
```
! wB97M-V def2-TZVPD RIJCOSX def2/J DEFGRID3
* xyz 0 1
O 0.001 0.243 0.334
H -0.939 0.145 0.166
H 0.499 -0.318 -0.266
H 0.243 0.031 1.238
C 4.902 -2.689 -0.808
O 5.322 -4.091 -0.760
O 3.552 -2.766 -1.306
C 5.185 -1.924 0.581
F 6.423 -2.109 0.866
F 5.198 -0.594 0.514
F 4.410 -2.083 1.699
C 6.320 -4.572 -1.668
C 6.586 -5.900 -1.093
H 7.536 -6.369 -1.348
H 6.758 -5.785 -0.022
H 5.813 -6.630 -1.335
H 7.242 -3.993 -1.611
H 5.801 -4.654 -2.623
H 5.554 -2.184 -1.522
C -4.553 2.430 5.517
O -4.942 2.019 6.573
N -4.916 1.922 4.352
N -4.015 3.610 5.310
H -5.475 1.093 4.208
H -4.394 2.294 3.571
H -3.521 3.801 4.450
H -3.771 3.968 6.223
C 0.626 2.431 -5.221
O 0.620 2.862 -4.087
N -0.128 2.773 -6.237
N 1.473 1.544 -5.619
H -0.930 3.368 -6.082
H -0.348 2.185 -7.028
H 1.669 1.605 -6.608
H 2.010 1.001 -4.957
C -3.277 4.962 -0.557
O -3.058 4.201 0.401
N -3.847 4.784 -1.694
N -3.068 6.225 -0.499
H -4.002 3.794 -1.824
H -3.862 5.516 -2.390
H -3.567 6.884 -1.080
H -2.767 6.493 0.427
C 0.384 -0.714 6.181
O -0.119 -0.676 5.086
N 0.541 0.402 6.889
N 0.519 -1.813 6.815
H 0.858 0.286 7.840
H 0.495 1.325 6.481
H 0.278 -2.662 6.324
H 1.095 -2.026 7.617
C -3.920 -1.934 -3.645
O -3.688 -0.966 -3.012
N -3.374 -3.064 -3.462
N -4.822 -2.187 -4.580
H -3.694 -3.769 -4.110
H -2.683 -3.249 -2.750
H -5.517 -1.465 -4.707
H -4.718 -3.014 -5.149
*
```

Output
HOMO-LUMO gap (eV): 4.1
Relative energy (zero: lowest compared OMol25 entry of this formula, charge and spin) (eV): 11.155
Highest occupied orbital energy (Eh): -0.2116
Total energy (hartree): -1809.22816



No. 3
Computed, not measured: the molecule C6H8INO in a non-equilibrium geometry, with ωB97M-V/def2-TZVPD.

ORCA input file:
```
! wB97M-V def2-TZVPD RIJCOSX def2/J DEFGRID3
* xyz 0 1
C -0.691 1.065 -2.263
C -0.484 1.116 -0.750
N -0.482 2.168 0.000
O -0.201 1.703 1.288
C 0.094 0.375 1.305
C 0.698 -0.251 2.462
C -0.146 -0.026 0.072
C 0.348 -1.612 -0.729
I -0.730 -3.303 -0.115
H -1.714 1.544 -2.272
H -0.078 1.671 -2.842
H -0.668 -0.034 -2.498
H 1.243 0.504 3.071
H -0.002 -0.666 3.168
H 1.454 -1.108 2.317
H 1.391 -1.724 -0.484
H -0.032 -1.420 -1.730
*
```

Output
HOMO-LUMO gap (eV): 9.8
Relative energy (zero: lowest compared OMol25 entry of this formula, charge and spin) (eV): 1.791
Highest occupied orbital energy (Eh): -0.3455
SMILES: Cc1noc(C)c1CI
Total energy (hartree): -661.00278